The following is a quantum chemistry calculation of C8H13NS in the gas phase, from the OMol25 dataset.

Summary:
HOMO (spin up / spin down) ... -7.05 / -7.07 eV
2S+1 ... 1
DFT total energy ... -765.27768 a.u.

Structure (XYZ):
```
23
C8H13NS | the OMol25 dataset | the ωB97M-V functional and the def2-TZVPD basis
C -0.7138 -0.6851 -0.1598
C 0.3469 -0.1824 0.4782
C -0.9605 -0.4800 -1.6774
C 3.0950 0.2855 -0.1019
C 1.4017 2.3019 0.3553
C -1.6716 -1.4115 0.6518
C 0.7938 -0.2248 1.8813
C -2.4380 -0.2637 -1.9421
N -0.0751 -0.6358 -2.4945
S 1.5900 0.8454 -0.5392
H 3.6797 -0.2905 -0.8691
H 3.7014 1.1591 0.2642
H 1.9111 3.1727 0.1689
H 0.4547 2.4503 0.9017
H -2.6831 -0.8345 0.6018
H -1.3392 -1.5440 1.7753
H -1.8107 -2.3668 0.0211
H -0.0191 -0.3155 2.6922
H 1.4185 0.7128 2.0779
H 1.6312 -1.0168 2.0678
H -2.8759 -1.3039 -1.9805
H -2.5771 0.2089 -2.9455
H -2.8601 0.4189 -1.2273
```

Atomic partial charges in e from the natural (NBO) method, atoms 1 to 6: number 1, C, carries -0.08; number 2, C, carries -0.09; number 3, C, carries 0.13; number 4, C, carries -1.04; number 5, C, carries -0.63; number 6, C, carries -0.65